This record from the OMol25 dataset describes 2 unconnected molecules or ions with the total composition C2H9N3O. The level of theory is ωB97M-V/def2-TZVPD.

Summary:
Energy (hartree): -320.94477
E_LUMO (spin up / spin down) (Eh): 0.0194 / 0.0194
E_HOMO (spin up / spin down) (eV): -7.2 / -7.2
Relative energy (zero: lowest compared OMol25 entry of this formula, charge and spin) (kcal per mole): 117.3
Gap between HOMO and LUMO (spin up / spin down) (eV): 7.75 / 7.75

Element x y z (Å)
1 N 1.9554 -1.2042 0.9955
2 C 1.1204 0.3420 -0.4908
3 H 0.6029 0.7289 -1.3736
4 C -2.7449 0.8220 0.0842
5 O 1.9285 1.2573 0.1732
6 N 0.2752 -1.8384 -0.4584
7 H -3.5862 0.8066 -0.5701
8 H -1.6945 0.9414 -0.3194
9 H -0.4986 -1.5069 -0.9668
10 N 1.1822 -0.9212 -0.1027
11 H -2.9902 1.5142 0.7564
12 H 2.2135 1.8792 -0.4713
13 H -2.7761 -0.1911 0.5713
14 H 2.2709 -2.1023 1.0317
15 H 2.7413 -0.5274 1.1408

Atomic partial charges in e from the Löwdin method, atoms 1 to 4: atom 1 (N): 0.1243, atom 2 (C): -0.1798, atom 3 (H): 0.1336, atom 4 (C): -0.0305

This record from the OMol25 dataset describes C2H9N3O in the gas phase. The level of theory is ωB97M-V/def2-TZVPD.

Summary:
Energy (hartree): -321.06808
SMILES: CN(N)[C@H](N)O
E_LUMO (Eh): 0.0354
E_HOMO (eV): -9.1
Relative energy (zero: lowest compared OMol25 entry of this formula, charge and spin) (kcal per mole): 39.9
Gap between HOMO and LUMO (eV): 10.03

Element x y z (Å)
1 H -0.4534 0.9401 -1.9677
2 H -1.7416 -0.0646 1.2346
3 H 0.5927 -0.9435 1.9984
4 H -0.6156 2.3261 -0.8590
5 C -0.0636 1.4107 -1.0546
6 O 1.9122 -0.3601 -0.2266
7 H -1.9553 -0.3857 -0.3817
8 N -0.2153 0.5476 0.1021
9 N 0.4618 -1.5053 1.1638
10 H 0.2769 -1.2878 -0.8903
11 H 0.9910 1.6316 -1.1912
12 N -1.5967 0.2953 0.2967
13 H -0.4300 -1.9787 1.2164
14 C 0.5852 -0.6860 -0.0137
15 H 2.2518 0.0605 0.5727

Atomic partial charges in e from the Löwdin method, atoms 1 to 4: atom 1 (H): 0.0825, atom 2 (H): 0.0693, atom 3 (H): 0.0805, atom 4 (H): 0.0795

This record from the OMol25 dataset describes 2 unconnected molecules or ions with the total composition C2H9N3O. The level of theory is ωB97M-V/def2-TZVPD.

Summary:
Energy (hartree): -321.09791
SMILES: [H]/N=C(\N)NC.O
E_LUMO (Eh): 0.0261
E_HOMO (eV): -8.4
Relative energy (zero: lowest compared OMol25 entry of this formula, charge and spin) (kcal per mole): 21.2
Gap between HOMO and LUMO (eV): 9.07

Element x y z (Å)
1 H 0.2260 3.1052 0.1709
2 H -0.0113 1.3465 -1.3863
3 N -1.1438 -0.1871 1.2173
4 H -1.0340 2.5135 1.1933
5 H 2.9291 -2.2368 0.4523
6 O 2.2960 -2.7257 -0.0922
7 H 0.4973 -1.0021 -1.3296
8 N -0.4034 -1.0321 -0.8703
9 C -0.6649 2.4778 0.1742
10 H -1.6131 -1.0851 1.2720
11 N -0.2990 1.1970 -0.4377
12 H 1.8328 -3.2294 0.5641
13 H -1.4959 2.8661 -0.4138
14 H -0.4948 -1.9835 -0.5646
15 C -0.6210 -0.0243 0.0505

Atomic partial charges in e from the Löwdin method, atoms 1 to 4: atom 1 (H): 0.0732, atom 2 (H): 0.1225, atom 3 (N): 0.0836, atom 4 (H): 0.0690

Q: Among the records above, which one has the highest relative energy (zero: lowest compared OMol25 entry of this formula, charge and spin)?
A: number 1

Q: The highest relative energy (zero: lowest compared OMol25 entry of this formula, charge and spin) belongs to which entry?
A: number 1